13
Properties=species:S:1:pos:R:3 method="wB97M-V/def2-TZVPD" largest_force_ev_per_a=12.349 orbital_gap_ev=9.8099 lumo_ev=0.92 smiles="N=C1NCCN1" molar_mass_g_mol=85.110
C -1.15958 -0.02442 -0.06894
C 1.06833 -0.64848 -0.03845
C 1.05631 0.77742 0.12276
H -2.99660 -0.56492 0.53818
H -0.41322 -1.92370 -0.62332
H 2.07118 -1.14489 0.50899
H 1.42802 -1.03382 -1.12089
H 0.90256 1.08362 1.33526
H 1.78045 1.61683 -0.35643
H -0.86496 1.87077 0.06787
N -2.30852 0.07494 -0.00310
N -0.22232 -1.11903 0.03959
N -0.34166 1.03568 -0.40152

---

13
Properties=species:S:1:pos:R:3 method="wB97M-V/def2-TZVPD" largest_force_ev_per_a=2.223 orbital_gap_ev="8.4375 / 8.4369" lumo_ev="0.35 / 0.35" molar_mass_g_mol=85.110
C -1.00905 -0.10566 -0.23565
N -1.67078 -1.19652 0.18673
N 1.15655 1.05650 -0.43066
C -1.01128 1.09349 -0.64025
C 0.84446 -0.37801 -0.14051
N 1.24296 -0.99715 0.94676
H -1.09442 -1.81338 0.75300
H -2.63096 -1.12738 0.48264
H 1.30059 1.57589 0.42957
H 1.99932 1.17652 -0.99208
H 1.27092 -0.36080 1.74513
H -1.35800 2.01797 -1.03617
H 0.95970 -0.94147 -1.06849

---

13
Properties=species:S:1:pos:R:3 method="wB97M-V/def2-TZVPD" largest_force_ev_per_a=0.977 orbital_gap_ev=9.6633 lumo_ev=0.68 molar_mass_g_mol=85.110
N 1.16828 0.10624 -1.75496
C 0.88987 -0.32691 -0.38095
C -0.21316 0.42091 0.33514
N -0.75754 1.31295 -0.44170
C -1.55756 -0.98619 2.70409
N -2.14140 -1.64910 3.44871
H 2.09630 0.50302 -1.83781
H 1.11005 -0.66526 -2.40808
H 1.77967 -0.27112 0.26078
H 0.59018 -1.38344 -0.35411
H -1.01432 -0.37657 1.94997
H -0.42081 1.43548 -1.40366
H -1.52957 1.87998 -0.11742

---

Values of total energy, in order: -7691.7731; -7690.1022; -7692.4056, all in eV.